{
  "formula": "C27H36NOP2RuS4",
  "method": "ωB97M-V/def2-TZVPD",
  "largest_force_ha_per_bohr": 0.0083,
  "charge": 1,
  "spin_multiplicity": 5,
  "homo_ev": [-10.1, -11.1],
  "energy_ev": -96617.580,
  "gap_ev": [7.8, 6.1],
  "mol_weight_g_mol": 681.88,
  "symbols": ["Ru", "C", "C", "C", "P", "C", "C", "C", "C", "C", "C", "C", "C", "C", "N", "C", "C", "C", "C", "C", "C", "P", "C", "C", "C", "C", "C", "C", "H", "H", "H", "H", "H", "H", "H", "H", "H", "H", "H", "H", "H", "H", "H", "H", "H", "H", "H", "H", "H", "H", "H", "H", "H", "H", "H", "H", "H", "H", "H", "H", "H", "H", "H", "H", "O", "C", "S", "C", "C", "S", "S", "S"],
  "positions_angstrom": [[0.063, 0.012, -0.561], [-2.556, -2.463, -1.565], [-1.868, -2.980, -0.304], [-2.028, -4.497, -0.196], [-0.144, -2.317, -0.142], [1.108, -3.400, -0.942], [0.773, -3.590, -2.425], [1.421, -4.728, -0.258], [0.130, -2.288, 1.662], [-0.025, -3.389, 2.498], [-0.020, -3.246, 3.877], [0.106, -1.983, 4.437], [0.289, -0.875, 3.630], [0.351, -1.022, 2.239], [0.537, 0.069, 1.375], [1.148, 1.256, 1.822], [2.173, 1.263, 2.771], [2.748, 2.459, 3.162], [2.306, 3.660, 2.626], [1.325, 3.656, 1.646], [0.759, 2.463, 1.206], [-0.436, 2.309, -0.163], [-2.077, 2.737, 0.541], [-2.451, 1.711, 1.611], [-2.170, 4.157, 1.092], [-0.037, 3.433, -1.567], [0.601, 4.791, -1.291], [-1.302, 3.587, -2.419], [-3.590, -2.808, -1.573], [-2.074, -2.831, -2.471], [-2.568, -1.371, -1.609], [-2.358, -2.522, 0.565], [-1.589, -5.008, -1.052], [-3.092, -4.738, -0.185], [-1.597, -4.914, 0.711], [2.005, -2.770, -0.883], [-0.015, -4.330, -2.565], [1.658, -3.956, -2.946], [0.461, -2.663, -2.908], [0.564, -5.400, -0.252], [1.771, -4.593, 0.764], [2.219, -5.224, -0.813], [-0.159, -4.374, 2.077], [-0.144, -4.113, 4.510], [0.056, -1.856, 5.509], [0.359, 0.106, 4.074], [2.542, 0.332, 3.175], [3.551, 2.451, 3.886], [2.739, 4.596, 2.952], [1.008, 4.595, 1.218], [-2.766, 2.627, -0.304], [-1.807, 1.809, 2.487], [-2.377, 0.683, 1.247], [-3.478, 1.884, 1.933], [-1.430, 4.323, 1.877], [-3.153, 4.308, 1.541], [-2.039, 4.918, 0.324], [0.685, 2.832, -2.134], [-0.005, 5.412, -0.631], [0.696, 5.324, -2.238], [1.599, 4.698, -0.868], [-2.010, 4.271, -1.950], [-1.809, 2.639, -2.603], [-1.031, 4.006, -3.388], [3.491, 0.168, -6.505], [2.895, 0.134, -5.479], [3.693, 0.165, -3.876], [2.256, 0.116, -2.921], [1.043, 0.078, -3.613], [-0.467, 0.023, -2.871], [1.119, 0.078, -5.357], [2.426, 0.106, -1.219]],
  "mulliken_charge": [-0.097, -1.265, 0.569, -1.501, 1.268, 0.755, -1.320, -1.515, -0.152, -0.560, -0.994, -0.955, -0.582, 0.228, 0.765, -0.097, -0.549, -0.852, -1.052, -0.619, 0.115, 0.889, 0.480, -1.533, -1.377, 1.273, -1.700, -1.613, 0.504, 0.268, 0.070, 0.400, 0.251, 0.499, 0.280, 0.249, 0.240, 0.466, 0.196, 0.244, 0.371, 0.464, 0.314, 0.457, 0.427, 0.583, 0.674, 0.433, 0.478, 0.610, 0.659, 0.324, 0.083, 0.581, 0.282, 0.452, 0.289, -0.039, 0.248, 0.487, 0.454, 0.325, 0.362, 0.464, -0.485, 0.562, -0.103, 0.362, 0.056, -0.339, -0.109, -0.403]
}